Molecular formula: C26H9Cl64N2O5PS
Method: DFT, ωB97M-V/def2-TZVPD

HOMO energy: -9.2 eV
Frontier orbital gap: 7.41 eV
Lowest unoccupied orbital energy: -1.83 eV

Element x y z (Å)
P (-4.1398, 0.9657, 6.2514)
Cl (5.4997, 1.9461, -6.8405)
C (-6.2446, 4.9110, 1.2676)
Cl (-5.7605, -8.8830, 1.0485)
Cl (-5.2282, 6.3124, 0.9185)
C (-4.0551, -2.7282, 4.1443)
Cl (8.1337, -2.6170, -13.1805)
Cl (-4.5745, 1.7182, 9.4010)
C (-5.6596, -8.1616, 2.6595)
Cl (-2.4260, -7.8648, 0.1777)
Cl (-7.2287, -7.4863, 3.0975)
C (-2.9913, -2.6101, 3.3525)
C (8.3960, -1.5624, -11.7893)
Cl (3.4283, 4.3489, -1.8170)
Cl (-3.4090, 1.2427, 11.9956)
O (-4.3234, 2.2369, 5.2046)
C (-2.2401, 2.3291, 0.6334)
Cl (-4.4405, -6.8887, 2.6674)
Cl (-6.2527, 3.8289, -0.1306)
C (5.0553, 2.8920, -5.4216)
H (1.3037, -1.3666, 4.8928)
Cl (10.1497, 0.1972, -5.9213)
C (-5.2334, -4.5234, 4.9450)
Cl (9.9642, 8.4362, -4.2877)
Cl (-11.2440, -11.2339, 5.8534)
H (-2.7642, -3.2886, 2.5413)
Cl (3.7588, 10.2308, -7.2490)
Cl (3.2474, -9.5131, -3.2001)
Cl (1.4416, 2.4186, -2.6378)
Cl (9.0880, 5.9927, -3.0224)
Cl (4.9172, 12.0941, -9.1232)
Cl (-5.3194, 3.3763, 11.6477)
Cl (2.2037, 12.4561, -8.2135)
O (-0.9424, -1.5513, 3.0143)
C (-0.7541, 1.1218, 5.5136)
Cl (8.8841, 0.7188, -8.4606)
Cl (2.8513, 10.2770, -9.9894)
Cl (9.4579, 7.6190, -8.5259)
Cl (3.4038, 3.4911, -5.6139)
Cl (1.1416, -8.7523, -5.0188)
Cl (0.7675, 4.4757, -0.7325)
N (-5.0221, -3.7371, 4.0420)
Cl (-5.5935, 4.0506, 2.6664)
Cl (9.0354, -2.5088, -10.4432)
H (-0.1346, 2.0172, 5.4287)
Cl (-6.9172, -12.5683, 6.4453)
C (-3.5396, -0.4119, 5.1554)
H (-2.1719, 1.7780, 3.9874)
C (-7.8189, -13.6509, 7.5107)
Cl (5.1595, 1.8785, -3.9801)
C (9.7092, 1.4548, -7.0808)
Cl (-6.7984, -14.1176, 8.8744)
Cl (2.7461, 7.4866, -2.4767)
Cl (-2.5992, 2.5404, -1.0771)
Cl (4.1438, 8.5732, -4.7513)
C (-10.7265, -9.8696, 4.8597)
Cl (-8.9905, -9.9837, 4.5682)
Cl (11.1693, 2.2793, -7.6408)
C (9.4328, 8.7098, -9.9158)
C (-4.0003, 2.4800, 10.8821)
H (1.0616, 0.0603, 4.0725)
Cl (-11.5869, -9.8981, 3.3171)
Cl (-0.7242, 1.4478, 0.8134)
C (-1.5774, 0.8977, 4.2253)
Cl (-2.6842, 3.5976, 10.4959)
Cl (-2.1099, 3.9012, 1.4215)
N (1.1463, -0.3716, 4.9816)
C (1.5314, -9.6961, -3.5756)
O (-4.9160, -2.0302, 6.2119)
H (-1.4266, 1.2234, 6.3660)
Cl (-5.2139, -9.4093, 3.8331)
O (-0.1170, -0.7715, 6.8219)
C (-2.0306, -1.5090, 3.5495)
Cl (10.9903, 9.5318, -10.0496)
Cl (5.3588, 8.6281, -2.1230)
Cl (9.1249, 7.7872, -11.3904)
Cl (9.5467, -0.2937, -12.2174)
H (-6.1904, 0.2505, 5.8319)
S (-5.5380, -5.5510, 6.0610)
Cl (-2.1100, -5.0858, 0.7942)
Cl (-3.5565, 1.4041, 1.3927)
Cl (-8.2998, -15.0932, 6.6120)
Cl (-9.2606, -12.8240, 8.1070)
Cl (7.2618, 7.5133, -4.6643)
C (8.9409, 7.0087, -4.4583)
Cl (0.5656, -9.1117, -2.2193)
Cl (8.6304, 2.6176, -6.3132)
Cl (2.5338, 2.3178, 0.0251)
Cl (8.1502, 9.9048, -9.6907)
Cl (6.8609, -0.8250, -11.3126)
C (0.1030, -0.0911, 5.8451)
Cl (6.1430, 4.2829, -5.2394)
H (-0.8898, 0.7400, 3.3970)
Cl (3.1189, 10.3447, -2.7223)
O (-5.6912, 0.5979, 6.5809)
C (-1.3049, -6.5085, 0.1111)
C (-2.4521, -0.3192, 4.3633)
Cl (-11.0805, -8.3572, 5.7032)
Cl (0.1435, -6.8752, 1.0483)
Cl (1.1717, -11.3993, -3.8731)
C (3.4318, 11.2642, -8.6458)
C (3.8401, 8.7611, -3.0114)
Cl (-0.8555, -6.1883, -1.5630)
Cl (-7.8891, 5.4435, 1.6149)
C (2.0453, 3.3897, -1.2939)
C (-4.2421, -1.7331, 5.2568)
Cl (9.4391, 6.0916, -5.8847)
H (-4.3383, 1.9279, 4.2873)